[1]
# C3H9NO2

A cluster of 2 separate species, C3H9NO2 in total at a distorted geometry (the ωB97M-V functional and the def2-TZVPD basis, the OMol25 dataset).

Structure (ORCA input):
```
! RIJCOSX wB97M-V def2-TZVPD def2/J DEFGRID3
* xyz 0 1
C 0.71 -1.03 1.76
C 1.42 -0.56 0.48
O 1.35 0.62 0.25
O 2.22 -1.43 -0.17
H 0.45 -2.07 1.49
H -0.24 -0.51 1.81
H 1.29 -0.70 2.61
H 3.07 -0.97 -0.19
C -1.82 1.35 -0.91
N -0.99 0.34 -1.61
H -1.94 1.19 0.17
H -2.85 1.07 -1.18
H -1.63 2.36 -1.25
H -0.32 0.74 -2.24
H -0.71 -0.42 -1.02
*
```

Calculated values
**Relative energy (zero: lowest compared OMol25 entry of this formula, charge and spin)**: 188.9 kJ/mol
**Structure (SMILES)**: CC(=O)O.CN
**Energy**: -8840.99711 eV
**Frontier orbital gap**: 8.9 eV

[2]
# H2KO

A structure of composition H2KO at a distorted geometry (the ωB97M-V functional and the def2-TZVPD basis, the OMol25 dataset).

Structure (ORCA input):
```
! RIJCOSX wB97M-V def2-TZVPD def2/J DEFGRID3
* xyz 1 1
O -0.65 2.06 -2.54
H -1.06 2.16 -1.65
H -1.41 2.07 -3.17
K -0.11 0.32 -0.37
*
```

Calculated values
**Relative energy (zero: lowest compared OMol25 entry of this formula, charge and spin)**: 58.4 kJ/mol
**Energy**: -18399.29130 eV
**Frontier orbital gap**: 12.0 eV

[3]
# C4H10FN2

A cluster of 2 separate species, C4H10FN2 in total at a distorted geometry (the ωB97M-V functional and the def2-TZVPD basis, the OMol25 dataset).

Structure (ORCA input):
```
! RIJCOSX wB97M-V def2-TZVPD def2/J DEFGRID3
* xyz 1 1
C -0.53 2.44 0.81
C 0.53 -3.20 -0.35
C 1.56 -2.20 -0.45
C 0.15 0.81 -0.81
N -1.51 3.00 1.53
N -0.76 1.53 -0.12
F -0.36 0.09 -1.82
H 0.49 2.69 1.05
H 0.32 -3.50 0.68
H -0.38 -2.88 -0.86
H 0.83 -4.09 -0.92
H 2.16 -1.91 0.40
H 1.80 -1.77 -1.40
H 1.18 1.12 -0.92
H -1.29 3.73 2.19
H -2.48 2.86 1.31
H -1.73 1.28 -0.32
*
```

Calculated values
**Relative energy (zero: lowest compared OMol25 entry of this formula, charge and spin)**: 285.8 kJ/mol
**Energy**: -9997.55067 eV
**Frontier orbital gap (spin up / spin down)**: 5.8 / 8.4 eV